Density functional theory data (wB97M-V/def2-TZVPD) for the molecule C3H6O3 in a non-equilibrium geometry.

```
12
Properties=species:S:1:pos:R:3:forces:R:3:nbo_charge:R:1
C 0.68385 -0.91892 -0.18281 -4.7108 -0.1912 0.0823 -0.5162
C -1.15601 -0.99335 -0.00763 3.0137 -2.2165 0.0109 -0.5648
C 0.88961 0.50635 -0.09331 0.1304 3.7248 0.6758 0.7575
O -0.36575 1.22622 -0.24145 2.2689 0.0538 0.5182 -0.2875
O -0.21624 2.58972 0.21955 0.3042 -0.7341 -0.3480 -0.4189
O 1.88926 1.14421 0.19063 -1.3134 -1.0437 -0.2598 -0.5814
H 0.68306 2.54567 0.61703 -0.0993 0.1497 -0.2615 0.4706
H 1.16953 -1.47758 0.61419 0.0445 0.1450 -0.2162 0.2509
H 0.85476 -1.29858 -1.18758 0.2007 -0.1236 0.1680 0.2527
H -1.67235 -0.39068 0.73737 0.6788 0.3584 -0.3086 0.2292
H -1.54611 -0.91609 -1.01982 -0.0832 0.1565 0.2660 0.2145
H -1.21362 -2.01695 0.35381 -0.4344 -0.2790 -0.3272 0.1936
```
Forces are in eV/Å.

Results
- HOMO-LUMO gap: 11.1 eV
- Structure (SMILES): CCC(=O)OO
- Lowest unoccupied orbital energy: 0.81 eV

Density functional theory data (wB97M-V/def2-TZVPD) for a structure of composition C23H26N5O11SV in a non-equilibrium geometry.

```
67
Properties=species:S:1:pos:R:3:forces:R:3:lowdin_spin:R:1
V -0.94048 -0.32466 -0.48461 -0.7325 -1.3310 0.5665 1.8504
C 1.42377 -2.52079 3.69887 -0.0719 0.1079 0.0572 0.0007
N 0.40074 -1.60427 3.22022 -0.2062 -0.5346 0.2883 0.0083
C -0.89919 -1.74104 3.87112 0.1648 -0.0085 0.0335 0.0010
C 0.44985 -1.07162 1.99765 -0.0162 0.4742 -0.3846 0.0117
O -0.53405 -0.55270 1.46821 0.0275 -0.3363 1.3005 0.0178
C 1.74909 -1.08963 1.21557 -0.2508 -0.0556 -0.0212 0.0021
O 1.71588 -0.02362 0.29306 0.2283 -0.1937 -0.2610 0.0061
C 2.44965 1.11567 0.65641 -0.0467 -0.0296 -0.0021 0.0004
C 1.69716 2.00328 1.63841 -0.0970 0.1481 0.0204 0.0001
O 0.92605 1.50291 2.44174 0.2606 0.3237 0.0405 0.0002
N 1.96030 3.33659 1.56807 -0.0894 -0.0298 0.0439 0.0000
C 1.19774 4.25615 2.39988 0.1152 -0.0761 -0.0905 0.0000
C 2.99134 3.89932 0.70416 -0.1250 -0.0402 0.0011 0.0000
H 1.45488 -2.47508 4.78586 0.0076 0.0171 0.0565 0.0001
H 2.40710 -2.25883 3.32325 -0.0098 0.0114 0.0109 0.0000
H 1.20111 -3.54867 3.40352 -0.0213 -0.0357 -0.0239 0.0004
H -0.79346 -1.50488 4.93053 0.0064 -0.0063 0.0015 0.0001
H -1.27165 -2.76337 3.76807 0.0112 -0.0099 -0.0085 0.0003
H -1.60930 -1.06599 3.41146 -0.0010 0.0749 -0.0623 0.0003
H 1.75941 -2.02865 0.65600 0.0873 0.0073 -0.1062 0.0008
H 2.63595 -1.01210 1.83887 0.0416 0.0189 0.1164 0.0002
H 2.67544 1.61910 -0.27409 0.0245 0.1947 -0.1140 0.0000
H 3.40047 0.84470 1.13111 0.0955 -0.0825 -0.0625 0.0001
H 0.44861 3.69220 2.94438 -0.0176 -0.0465 0.0077 0.0000
H 0.70207 4.99617 1.76824 0.0101 0.0178 0.0190 0.0000
H 1.84516 4.77064 3.11410 0.0099 0.0069 -0.0087 0.0000
H 2.80658 3.69898 -0.35145 -0.0744 0.0034 -0.0320 0.0000
H 3.98842 3.53382 0.96111 -0.0138 -0.0166 0.0223 0.0000
H 2.98931 4.97814 0.83412 0.0060 0.0268 0.0293 0.0000
O 1.09080 -3.54482 -1.73235 0.0975 -0.1089 -0.0197 -0.0066
C 0.30880 -2.61518 -1.83473 -0.2761 0.3910 0.3481 0.0052
O -0.21920 -2.06472 -0.74342 0.6497 -0.4161 -0.4451 0.0143
C -0.08597 -2.07609 -3.18062 -0.0038 -0.0713 0.0355 0.0182
C 0.34617 -2.79492 -4.30347 0.1161 -0.2018 0.3824 0.0948
C 0.02232 -2.33989 -5.55023 -0.1678 0.2297 -0.2972 0.0199
C -0.74528 -1.19031 -5.75359 0.1084 -0.1097 0.0671 0.1349
C -1.19933 -0.45385 -4.65155 -0.0458 0.0101 -0.1813 0.0232
C -0.82933 -0.88925 -3.33311 -0.0313 0.1417 0.3696 0.0267
O -1.12482 -0.14256 -2.29930 0.0433 0.1385 -1.7639 0.0554
N -1.94689 0.69531 -4.89988 -0.5048 0.8566 -0.0917 0.2561
O -2.59353 1.32427 -3.95407 0.6331 -0.6465 -0.9016 0.2226
O -2.01047 1.09869 -6.13250 -0.0241 -0.2253 1.0065 0.1974
N 0.50743 -3.08462 -6.71560 -0.1074 0.1266 0.1665 -0.0014
O 1.17518 -4.09063 -6.54052 0.1016 -0.1560 0.1640 0.0031
O 0.22668 -2.66687 -7.82254 -0.1028 0.1519 -0.2709 -0.0085
H 0.93355 -3.68919 -4.17353 0.0264 -0.0084 0.0537 0.0053
H -0.99590 -0.85298 -6.74305 -0.0105 0.0549 -0.0213 0.0124
C -3.58376 -1.21837 -1.09675 0.2765 0.1951 0.2684 0.0073
O -2.69565 -0.70862 -0.10343 -0.1835 0.2124 -0.3682 -0.0127
H -4.57592 -1.35784 -0.66059 -0.0395 -0.0044 0.1196 -0.0011
H -3.24640 -2.18502 -1.47963 0.1076 -0.0672 0.0181 0.0002
H -3.66947 -0.53507 -1.94319 0.0600 0.0819 -0.0738 -0.0001
S -2.75146 3.43175 -1.13005 -0.1970 0.1326 -0.0234 0.0064
C -2.02670 2.22760 -0.16295 -0.0229 0.3910 0.2080 0.0165
N -0.87047 1.79570 -0.56135 0.1625 0.6339 -0.4251 0.0019
C -0.47947 2.45682 -1.74074 -0.1108 -0.2441 0.3446 0.0018
C 0.66414 2.18120 -2.48590 0.1128 -0.0593 0.0237 -0.0004
C 0.87154 2.87164 -3.65618 0.0177 0.0513 -0.0621 0.0013
C -0.05222 3.82992 -4.10206 0.0600 -0.0123 -0.0118 0.0001
C -1.19291 4.09582 -3.38440 -0.0874 0.0162 0.0392 0.0026
C -1.39365 3.39240 -2.19805 -0.0348 0.1889 0.0098 0.0006
H -2.51392 1.86985 0.73502 0.0148 -0.1393 -0.1368 0.0014
H 1.32875 1.38554 -2.17991 0.0658 -0.0645 0.0303 0.0001
H 1.73935 2.64464 -4.26383 -0.0548 -0.0014 0.0119 0.0003
H 0.11294 4.33399 -5.04432 0.0019 -0.0239 -0.0137 0.0000
H -1.93650 4.79128 -3.75107 0.0264 -0.0440 0.0027 0.0001
```
Forces are in eV/Å.

Results
- HOMO-LUMO gap (spin up / spin down): 3.7 / 6.6 eV
- Net charge: -1
- Multiplicity: 4
- Lowest unoccupied orbital energy (spin up / spin down): 1.90 / 1.90 eV

Density functional theory data (wB97M-V/def2-TZVPD) for a cluster of 2 separate species, H4N4O in total in a non-equilibrium geometry.

```
9
Properties=species:S:1:pos:R:3:forces:R:3:lowdin_spin:R:1
N 2.74927 0.03217 0.18515 -0.0195 -0.5675 -0.6096 0.8124
N -0.30611 0.20866 -1.05735 -0.4636 -0.9843 0.9840 0.0195
N 0.54010 -0.12664 1.23095 -0.5404 -2.1701 -1.5934 0.4622
N 0.23673 -0.52934 0.00058 -1.6303 -2.7750 1.6806 0.2699
O 2.20554 -0.64639 -0.59583 2.8833 0.6142 -0.4293 0.3970
H 0.43635 0.69827 -1.50769 0.3023 0.8099 -0.2995 0.0082
H -1.09387 0.74780 -0.71242 0.3581 0.2638 -0.2897 0.0048
H 0.33421 0.83439 1.36280 -0.3684 1.3183 -0.3634 0.0255
H 0.34775 -1.61880 -0.20849 -0.5214 3.4908 0.9204 0.0004
```
Forces are in eV/Å.

Results
- HOMO-LUMO gap (spin up / spin down): 8.6 / 10.2 eV
- Multiplicity: 3
- Lowest unoccupied orbital energy (spin up / spin down): 0.83 / -0.21 eV

Density functional theory data (wB97M-V/def2-TZVPD) for a structure of composition C28H50MnN6O10P2S2.

```
99
Properties=species:S:1:pos:R:3:forces:R:3:lowdin_spin:R:1
Mn -0.54406 0.43012 0.13656 0.2835 -0.1189 -0.1085 3.1143
C 4.47342 0.69531 1.68691 -0.0074 0.0037 0.0652 -0.0005
C 4.28826 0.91124 0.20582 0.0300 0.0285 -0.0054 0.0001
C 4.02306 2.35698 -0.14629 -0.0900 -0.0182 0.0884 0.0007
O 3.15205 0.02654 -0.18249 -0.0064 -0.0732 0.0292 0.0018
P 2.17878 0.03412 -1.38367 -0.0771 -0.1199 -0.0509 0.0056
O 0.88586 0.79591 -1.12782 -0.2386 -0.1323 0.1869 0.0237
C 1.75318 -1.69418 -1.62989 0.0334 0.0066 0.1328 0.0018
P 0.91980 -2.39194 -0.18392 -0.0005 0.0898 -0.0673 0.0041
O 0.35925 -1.23660 0.62970 -0.1512 0.1623 0.0743 0.0181
O 1.88096 -3.29352 0.60095 0.0677 -0.1626 -0.0119 -0.0021
C 3.00362 -2.98782 1.52547 -0.0715 0.1213 -0.0002 0.0000
C 3.87008 -4.21990 1.53629 -0.0427 -0.0721 0.0415 -0.0001
C 2.40965 -2.62634 2.86608 -0.0321 -0.0689 0.0584 0.0003
O -0.23566 -3.29096 -0.67236 -0.0179 -0.0238 -0.0170 0.0007
C -0.02275 -4.54496 -1.46581 0.0275 0.0081 -0.0782 0.0003
C -0.15024 -5.72758 -0.54253 0.0252 -0.0063 0.0780 0.0000
C -1.04152 -4.50987 -2.57622 -0.0397 -0.0010 -0.0137 0.0000
O 2.94211 0.55626 -2.61518 0.0323 0.2168 -0.0641 -0.0024
C 2.41202 1.19703 -3.86020 -0.0115 -0.0703 -0.0299 0.0000
C 1.90968 2.58762 -3.55719 -0.0418 -0.0159 0.0333 0.0003
C 1.38742 0.29038 -4.50108 -0.0360 -0.0033 0.0449 0.0001
H 5.38292 1.20406 2.00600 -0.0086 -0.0061 0.0161 0.0000
H 4.57195 -0.36114 1.93432 0.0325 0.0283 -0.0346 0.0000
H 3.63271 1.11116 2.24476 0.0046 -0.0041 -0.0044 -0.0012
H 5.14290 0.52339 -0.34638 -0.0230 -0.0118 -0.0607 0.0000
H 3.07320 2.68643 0.28285 0.0320 -0.0182 -0.0041 0.0008
H 4.01913 2.53261 -1.21796 -0.0103 -0.0286 -0.0592 0.0000
H 4.81707 2.96263 0.29070 0.0014 0.0161 -0.0285 0.0000
H 2.64032 -2.26910 -1.89843 -0.0132 -0.0155 -0.0145 0.0003
H 1.03402 -1.72894 -2.45296 0.0745 0.0125 -0.0604 0.0001
H 3.53501 -2.14200 1.08857 0.0089 -0.0015 -0.0142 0.0000
H 3.29904 -5.08049 1.88693 0.0134 0.0184 0.0106 0.0000
H 4.70785 -4.06403 2.21583 0.0081 0.0018 -0.0115 0.0000
H 4.26594 -4.43931 0.54562 -0.0048 0.0110 -0.0020 0.0000
H 1.75796 -3.43025 3.21687 0.0425 0.0211 -0.0274 0.0000
H 1.83106 -1.70380 2.81256 0.0057 0.0052 -0.0133 0.0002
H 3.21265 -2.49187 3.59086 0.0101 0.0166 0.0099 0.0000
H 0.98665 -4.48897 -1.88438 0.0322 0.0284 0.0706 0.0000
H -1.17363 -5.83018 -0.18358 -0.0312 -0.0020 0.0171 0.0000
H 0.50541 -5.63976 0.32240 -0.0067 0.0127 -0.0357 0.0000
H 0.11700 -6.63062 -1.09245 -0.0313 -0.0044 0.0000 0.0000
H -2.05102 -4.50100 -2.16440 0.0029 -0.0182 -0.0121 0.0000
H -0.93344 -5.40587 -3.18730 -0.0063 0.0097 -0.0102 0.0000
H -0.91656 -3.63670 -3.21738 0.0073 -0.0094 0.0104 0.0000
H 3.30839 1.24741 -4.47264 0.0400 -0.0404 0.0117 -0.0001
H 1.01442 2.56000 -2.93563 0.0166 0.0036 -0.0202 0.0002
H 1.65974 3.07180 -4.50154 0.0005 0.0156 0.0076 0.0000
H 2.67404 3.18782 -3.06538 0.0048 -0.0060 -0.0179 0.0000
H 0.47867 0.23241 -3.89545 0.0033 0.0176 -0.0189 0.0000
H 1.78837 -0.71072 -4.66348 0.0136 0.0223 -0.0205 0.0000
H 1.10915 0.69802 -5.47248 -0.0015 0.0013 0.0025 0.0000
C -2.21315 3.05709 4.41819 0.0585 -0.0303 -0.0171 -0.0013
N -1.34036 2.27389 3.53448 -0.1099 -0.0172 -0.0037 -0.0160
C -0.65306 2.65455 2.47661 -0.0839 -0.1277 0.0315 -0.0109
S 0.55260 1.49614 1.88846 0.0349 -0.0853 0.0157 -0.1686
N -0.74387 3.81831 1.87332 0.0878 0.1410 -0.0287 -0.0046
C -1.78345 4.85025 1.98510 0.0139 -0.0612 -0.0468 -0.0003
H -2.13372 2.62853 5.41322 -0.0169 -0.0065 0.0050 -0.0001
H -3.24971 3.00870 4.09119 -0.0111 0.0080 0.0043 -0.0010
H -1.88252 4.08910 4.46700 0.0247 -0.0215 -0.0053 -0.0003
H -1.22604 1.29757 3.76561 0.0173 0.0113 0.0303 0.0004
H -0.07574 3.93785 1.12621 -0.0465 0.0042 0.0184 0.0011
H -1.52865 5.59776 2.73283 0.0123 -0.0041 0.0071 -0.0004
H -2.74456 4.40034 2.21521 0.0094 -0.0077 -0.0092 -0.0002
H -1.85884 5.33654 1.01625 -0.0058 0.0118 0.0020 -0.0001
N -1.39045 1.96243 -0.37446 -0.1030 0.4287 -0.0278 0.0001
C -2.36334 2.43659 -0.88951 0.1091 -0.3176 0.2928 0.0321
N -3.25603 3.05550 -1.42850 -0.3016 0.3237 -0.4939 0.0473
C -4.57922 3.05812 -1.49015 0.2847 -0.1583 0.2789 0.0027
N -5.72907 3.07404 -1.53648 -0.0421 0.0404 -0.0585 0.0206
C -2.78151 -2.59727 8.55411 0.0194 -0.0330 -0.0543 0.0000
C -2.62822 -3.01362 7.11552 -0.0105 0.0338 0.1256 0.0000
C -3.61301 -2.71819 6.17507 -0.0862 0.0122 -0.0492 0.0000
C -3.48580 -3.12040 4.85710 -0.0197 -0.0302 0.0394 0.0000
C -2.35386 -3.82464 4.47178 0.0380 0.0708 0.0519 0.0000
C -1.35688 -4.13373 5.38721 -0.0425 0.0429 0.0166 0.0000
C -1.50367 -3.72292 6.70296 0.0591 -0.0473 -0.0208 0.0000
S -2.21567 -4.41254 2.82476 -0.1923 -0.1440 -0.0211 0.0000
O -3.34972 -5.22953 2.51051 0.0831 0.0203 -0.0207 0.0001
O -0.87587 -4.90238 2.65737 0.1688 -0.0012 -0.0830 0.0000
N -2.37268 -3.04576 1.89468 0.0404 -0.0960 -0.0487 0.0001
C -3.26636 -3.06952 0.73689 0.0960 -0.0637 0.1728 0.0007
C -3.73201 -1.64284 0.43570 -0.2930 0.1138 -0.1160 -0.0028
C -2.55212 -0.78295 0.23894 0.3111 0.3328 -0.0617 0.0074
O -1.91292 -0.69742 -0.85005 0.0511 -0.0525 0.0707 0.0044
O -2.04183 -0.09484 1.21044 0.0070 -0.0947 -0.1720 -0.0771
H -3.69123 -2.02036 8.71006 0.0059 0.0012 -0.0163 0.0000
H -1.93146 -1.99566 8.87822 0.0005 0.0022 0.0017 0.0000
H -2.82371 -3.47182 9.20478 0.0007 -0.0041 -0.0155 0.0000
H -4.50419 -2.18731 6.48746 0.0168 0.0062 -0.0086 0.0000
H -4.26936 -2.90921 4.14005 0.0083 0.0019 0.0040 0.0000
H -0.49366 -4.70364 5.07120 -0.0128 0.0202 0.0070 0.0000
H -0.73764 -3.97331 7.42723 -0.0030 0.0024 -0.0117 0.0000
H -1.44439 -2.67865 1.71000 -0.0884 0.0336 -0.0174 0.0002
H -4.13350 -3.67482 0.98335 0.0021 -0.0462 0.0354 0.0000
H -2.79798 -3.49966 -0.15201 0.0494 0.0223 0.0738 0.0000
H -4.32490 -1.25102 1.26169 0.0266 -0.0311 -0.0005 -0.0004
H -4.31634 -1.62766 -0.48638 -0.0213 -0.0314 0.0518 -0.0005
```
Forces are in eV/Å.

Results
- HOMO-LUMO gap (spin up / spin down): 4.9 / 6.3 eV
- Net charge: +2
- Multiplicity: 4
- Lowest unoccupied orbital energy (spin up / spin down): -8.31 / -6.87 eV

Relative energy (zero: lowest compared OMol25 entry of this formula, charge and spin) values, unit kcal/mol, following the record order: 102.5, 12.0, 17.2, 0.0.